(1)
{"formula": "C18H30O2", "method": "ωB97M-V/def2-TZVPD", "elements": ["C", "C", "C", "C", "C", "C", "C", "C", "C", "C", "C", "C", "C", "C", "C", "C", "C", "C", "O", "O", "H", "H", "H", "H", "H", "H", "H", "H", "H", "H", "H", "H", "H", "H", "H", "H", "H", "H", "H", "H", "H", "H", "H", "H", "H", "H", "H", "H", "H", "H"], "coordinates": [[-2.91330, 4.89665, 0.02595], [-1.45700, 4.52138, -0.21907], [-0.52581, 5.20883, 0.73531], [0.77101, 4.95937, 0.83682], [1.49852, 3.92746, 0.02095], [1.28316, 2.56090, 0.60871], [0.83959, 1.47559, -0.00723], [0.49025, 1.34139, -1.46273], [1.63115, 0.67262, -2.17275], [1.65145, -0.54741, -2.68765], [0.53724, -1.54755, -2.68647], [0.73173, -2.57373, -1.56361], [-0.39094, -3.60853, -1.55155], [-0.15522, -4.75277, -0.56326], [0.06992, -4.31238, 0.88356], [-1.11510, -3.55203, 1.47473], [-0.83428, -3.10551, 2.90741], [0.19025, -2.00168, 2.96124], [0.51631, -1.29281, 2.04761], [0.71073, -1.86914, 4.18886], [-3.05836, 5.96882, -0.09156], [-3.21305, 4.61730, 1.03388], [-3.56429, 4.38389, -0.67903], [-1.33536, 3.43919, -0.12324], [-1.18319, 4.78753, -1.24590], [-0.97421, 5.96185, 1.36975], [1.36211, 5.49537, 1.56721], [2.56998, 4.14745, 0.03201], [1.15775, 3.95985, -1.01417], [1.51352, 2.50006, 1.66550], [0.74915, 0.55658, 0.55535], [-0.42177, 0.75139, -1.55523], [0.31679, 2.32050, -1.91429], [2.52811, 1.27772, -2.22234], [2.56991, -0.90110, -3.14037], [0.52084, -2.06766, -3.64835], [-0.42821, -1.05704, -2.55635], [1.69106, -3.07870, -1.70062], [0.76364, -2.04209, -0.61203], [-0.48577, -4.04109, -2.55164], [-1.33689, -3.11288, -1.32544], [-1.01497, -5.42719, -0.60039], [0.72126, -5.31968, -0.88692], [0.95939, -3.68436, 0.93609], [0.25848, -5.20300, 1.48969], [-2.00303, -4.18676, 1.45911], [-1.31547, -2.66345, 0.87651], [-1.74368, -2.71140, 3.36931], [-0.48343, -3.93236, 3.52683], [1.35001, -1.13938, 4.20981]], "atomic_forces_ev_per_a": [[0.1, -0.1, -0.1], [-0.1, 0.0, 0.0], [0.0, 0.0, -0.1], [0.1, 0.1, 0.1], [-0.1, -0.1, 0.0], [0.1, 0.1, 0.0], [-0.1, -0.1, 0.0], [0.1, 0.0, 0.0], [0.0, 0.1, -0.1], [0.0, -0.1, -0.2], [0.2, 0.0, 0.2], [-0.4, -0.1, -0.3], [0.3, -0.1, 0.1], [0.0, 0.1, 0.0], [-0.2, 0.0, -0.2], [0.3, 0.0, 0.2], [-0.1, 0.0, -0.3], [0.0, 0.0, 0.0], [0.0, 0.1, -0.2], [0.1, -0.1, 0.6], [-0.1, 0.1, 0.0], [-0.1, 0.0, 0.1], [-0.1, 0.0, 0.0], [0.0, 0.0, -0.1], [0.0, -0.1, 0.0], [0.0, 0.1, 0.2], [0.0, 0.1, 0.1], [0.0, 0.0, -0.1], [0.1, 0.0, -0.1], [0.0, -0.1, 0.1], [0.0, -0.1, 0.2], [-0.1, 0.1, 0.0], [-0.1, 0.0, 0.0], [0.2, 0.0, 0.0], [0.2, 0.0, 0.0], [-0.1, 0.0, 0.0], [-0.1, 0.0, -0.1], [0.1, 0.0, 0.1], [0.1, 0.0, 0.1], [-0.1, 0.0, 0.0], [-0.1, 0.0, -0.1], [0.0, -0.1, 0.0], [0.0, -0.1, 0.0], [0.1, 0.0, 0.1], [0.1, 0.0, 0.1], [-0.1, 0.0, 0.0], [-0.1, 0.0, 0.0], [0.0, 0.0, 0.1], [-0.1, 0.0, 0.0], [-0.2, -0.1, -0.3]], "max_force_ev_per_a": 0.615, "relative_energy_kcal_mol": 4.72, "homo_lumo_gap_ev": 9.367, "smiles": "CC/C=C\\C/C=C\\C/C=C\\CCCCCCCC(=O)O", "energy_ha": -854.31568}

***

(2)
{"formula": "C18H31AlF3O5", "method": "ωB97M-V/def2-TZVPD", "elements": ["C", "C", "O", "O", "C", "C", "Al", "C", "C", "C", "F", "F", "F", "C", "O", "C", "C", "C", "C", "C", "C", "H", "H", "H", "H", "H", "H", "H", "H", "H", "H", "H", "H", "H", "H", "H", "H", "H", "H", "H", "C", "C", "O", "H", "H", "H", "H", "H", "H", "C", "C", "O", "H", "H", "H", "H", "H", "H"], "coordinates": [[3.51014, 2.66757, -0.29434], [2.27508, 3.54206, -0.36404], [2.11190, 4.47910, 0.37456], [1.39077, 3.16778, -1.31092], [0.08083, 2.73773, -0.76488], [-0.71029, 1.96490, -1.78982], [-2.12876, 0.95035, -0.75375], [-3.75321, 0.39973, -1.84337], [-4.81218, -0.28068, -0.94446], [-5.67596, 0.66434, -0.13068], [-5.40535, 0.60750, 1.20349], [-5.58840, 1.96089, -0.47964], [-7.00709, 0.34533, -0.23664], [-1.30372, -0.63593, 0.20646], [-0.41853, -1.42205, -0.66515], [0.68063, -1.92834, -0.05747], [1.93714, -1.49843, -0.48923], [3.09192, -2.00158, 0.09962], [2.99464, -2.93062, 1.13042], [1.74244, -3.36549, 1.55568], [0.58398, -2.86842, 0.96953], [4.40557, 3.28647, -0.29854], [3.53270, 1.96740, -1.12583], [3.45889, 2.10439, 0.63849], [0.29344, 2.12478, 0.12038], [-0.46968, 3.60896, -0.40972], [-1.16278, 2.66974, -2.49446], [-0.02196, 1.29304, -2.31116], [-2.67442, 1.92576, 0.39108], [-3.50374, -0.32790, -2.62350], [-4.20365, 1.25680, -2.35214], [-5.48542, -0.93316, -1.50409], [-4.29670, -0.90637, -0.20984], [-0.69371, -0.23783, 1.02905], [-2.02086, -1.32430, 0.67509], [1.96532, -0.77216, -1.29390], [4.05163, -1.64631, -0.25007], [3.89160, -3.32716, 1.59027], [1.67053, -4.09330, 2.35654], [-0.40406, -3.18227, 1.28288], [5.19283, -5.61244, -3.02061], [4.63488, -4.25841, -2.62185], [5.24384, -3.75177, -1.44069], [5.05947, -6.32921, -2.20969], [4.69282, -5.99463, -3.91193], [6.26319, -5.54378, -3.23251], [3.57217, -4.33084, -2.39550], [4.75632, -3.54090, -3.44088], [6.18748, -3.65467, -1.60085], [-3.10419, 3.36958, 4.78551], [-2.98779, 4.21641, 3.52837], [-2.60774, 3.45394, 2.39744], [-2.15770, 2.86711, 4.98819], [-3.37192, 3.97907, 5.65196], [-3.86836, 2.59910, 4.65874], [-2.21514, 4.97575, 3.65437], [-3.93723, 4.73297, 3.33497], [-3.28164, 2.78044, 2.24908]], "atomic_forces_ev_per_a": [[-0.1, 0.0, -0.3], [0.0, 0.2, -0.1], [-0.1, -0.1, 0.1], [0.2, -0.3, 0.3], [-0.5, 0.0, 0.0], [0.2, 0.2, 0.5], [-0.2, 0.0, -0.4], [0.0, -0.1, 0.2], [0.4, 0.1, 0.0], [-0.2, 0.1, 0.2], [-0.1, 0.1, -0.3], [-0.1, -0.2, 0.0], [0.3, 0.1, 0.0], [0.0, 0.0, 0.0], [0.0, 0.2, -0.1], [0.1, -0.1, 0.1], [-0.1, -0.2, 0.0], [-0.4, 0.1, 0.0], [0.0, 0.0, 0.0], [0.0, 0.1, -0.1], [0.2, 0.1, -0.1], [0.0, 0.0, 0.1], [0.0, 0.0, 0.0], [0.1, 0.0, 0.0], [0.2, 0.0, -0.1], [0.1, 0.1, 0.0], [0.1, -0.1, -0.2], [-0.1, -0.1, -0.1], [-0.1, 0.0, 0.2], [0.1, 0.0, 0.0], [0.0, 0.0, -0.1], [-0.1, 0.1, 0.0], [-0.2, -0.1, 0.0], [0.0, 0.0, 0.0], [0.0, 0.0, 0.0], [0.1, 0.0, 0.1], [0.1, -0.1, 0.1], [0.0, 0.0, 0.0], [0.0, 0.0, 0.0], [0.1, 0.0, 0.1], [0.0, 0.0, 0.1], [0.1, 0.0, 0.0], [0.1, -0.1, 0.0], [0.0, 0.0, 0.0], [0.0, 0.0, 0.0], [0.0, 0.0, 0.0], [0.0, 0.0, 0.0], [-0.1, 0.0, 0.0], [0.0, 0.0, 0.0], [0.0, 0.0, 0.0], [-0.1, -0.1, -0.1], [0.0, 0.3, 0.5], [0.0, 0.0, 0.0], [0.0, 0.0, 0.0], [0.0, 0.0, 0.0], [0.0, 0.0, 0.0], [0.0, 0.1, 0.1], [0.2, -0.1, -0.4]], "max_force_ev_per_a": 0.547, "relative_energy_kcal_mol": 0.00, "homo_lumo_gap_ev": 7.642, "energy_ha": -1622.73786, "total_charge": -1}

***

(3)
{"formula": "C18H31BBrFLiN2O7P3", "method": "ωB97M-V/def2-TZVPD", "elements": ["C", "C", "C", "C", "C", "C", "C", "C", "C", "C", "C", "C", "O", "P", "N", "Br", "P", "P", "O", "O", "O", "C", "C", "F", "O", "C", "N", "C", "O", "B", "O", "C", "C", "H", "H", "H", "H", "H", "H", "H", "H", "H", "H", "H", "H", "H", "H", "H", "H", "H", "H", "H", "H", "H", "H", "H", "H", "H", "H", "H", "H", "H", "H", "H", "Li"], "coordinates": [[-3.33261, -0.03385, -1.64522], [-2.01272, -0.81223, -1.50366], [-1.25324, -0.54483, -0.18279], [0.23047, -0.16341, -0.19771], [1.18718, -1.30819, -0.67481], [0.68926, -2.34549, -1.65110], [0.93403, -2.26526, -3.02035], [0.47677, -3.20745, -3.92773], [-0.24963, -4.29613, -3.47943], [-0.47759, -4.40047, -2.11396], [-0.02158, -3.46153, -1.18836], [-0.33120, -3.72590, 0.26791], [0.51371, -0.15294, 1.20532], [1.35841, 1.15264, 1.90040], [1.50768, 0.25591, 3.40623], [2.26313, 3.16902, 2.77936], [-0.72757, 1.84914, 2.73113], [-0.70749, 1.72213, 4.89367], [0.38346, 2.25290, 5.70717], [-2.09890, 2.45054, 5.28563], [-1.06447, 0.17290, 5.18515], [3.04181, 0.53187, 1.21040], [4.33327, 1.14936, 1.67713], [3.15052, -0.86270, 1.48647], [1.05078, 2.02006, 0.44493], [0.54568, 1.34404, -0.65994], [1.63803, 1.47601, -1.70894], [1.47091, 1.25942, -2.87968], [1.30249, 1.08942, -4.02865], [-0.67390, 2.29089, -1.17603], [-1.23551, 2.06947, -2.39958], [-1.20218, 3.50877, -0.36752], [-2.07533, 4.45492, -1.21038], [-3.44967, 0.37480, -2.64411], [-3.36215, 0.81381, -0.96537], [-4.18126, -0.67288, -1.41775], [-2.28695, -1.86801, -1.51232], [-1.37923, -0.68615, -2.38080], [-1.29553, -1.43434, 0.43953], [-1.77057, 0.22063, 0.39434], [1.44005, -1.83264, 0.23533], [2.11735, -0.89237, -1.04541], [1.51228, -1.44911, -3.40862], [0.69643, -3.09823, -4.97844], [-0.62520, -5.03765, -4.16831], [-1.07060, -5.24892, -1.75453], [0.18435, -3.05899, 0.94740], [-1.39864, -3.58263, 0.43283], [-0.13142, -4.76668, 0.54939], [1.25684, -0.71341, 3.27962], [2.40148, 0.34137, 3.86850], [-0.80182, 3.24571, 2.59128], [-2.81232, 1.81627, 5.39561], [-1.49876, -0.18447, 4.39974], [3.02503, 0.60498, 0.12494], [4.48339, 2.13370, 1.25144], [4.41937, 1.18140, 2.75907], [5.14287, 0.51154, 1.31231], [-0.95455, 1.26201, -2.83622], [-1.81823, 3.13905, 0.45478], [-0.36585, 4.07399, 0.03892], [-1.49837, 4.92033, -2.00408], [-2.49128, 5.22631, -0.56522], [-2.92427, 3.92724, -1.63945], [0.82354, -5.90572, -1.31942]], "atomic_forces_ev_per_a": [[0.3, 0.2, 0.0], [-0.3, -0.2, 0.3], [-0.2, 0.0, -0.8], [0.5, -0.1, 1.5], [-0.2, -0.1, -0.9], [-0.2, 0.1, 0.2], [0.0, -0.1, -0.1], [0.0, -0.1, 0.0], [0.1, 0.1, 0.0], [-0.1, -0.5, -0.1], [0.1, -0.3, 0.2], [-0.3, 0.1, -0.2], [0.1, -0.1, -0.3], [-0.1, -0.3, 0.6], [-0.2, 0.3, -0.1], [0.1, -0.1, 0.0], [-0.2, -0.4, -0.6], [0.5, 0.7, 0.0], [0.1, -0.2, 0.2], [-0.2, 0.1, 0.0], [-0.2, -0.2, 0.0], [0.1, 0.3, 0.1], [0.4, -0.5, -0.1], [0.0, -0.1, 0.0], [-0.3, 0.1, -0.1], [0.3, 0.6, 0.7], [-0.4, -0.9, -0.1], [-0.2, 0.2, -0.2], [0.3, -0.2, -0.1], [0.0, -0.3, -0.2], [-0.1, -0.1, 0.0], [-0.3, 0.4, -0.8], [-0.1, -0.2, 0.5], [-0.1, -0.1, -0.1], [0.0, 0.1, 0.1], [-0.1, 0.0, 0.0], [0.2, -0.2, -0.2], [0.1, 0.1, -0.1], [-0.1, 0.0, 0.1], [0.1, 0.2, 0.1], [0.2, 0.2, 0.1], [0.1, 0.1, -0.1], [0.2, 0.4, 0.0], [0.0, 0.1, -0.1], [-0.1, -0.1, 0.0], [-0.3, 0.1, 0.0], [0.1, -0.1, 0.1], [-0.1, 0.0, 0.1], [0.1, -0.1, 0.1], [0.2, -0.1, -0.1], [0.0, 0.1, 0.1], [0.1, 0.1, 0.3], [-0.1, 0.0, 0.0], [0.1, -0.1, 0.0], [-0.2, 0.0, -0.1], [-0.1, 0.2, 0.1], [-0.1, 0.2, 0.1], [0.1, 0.0, -0.1], [0.0, 0.0, -0.2], [0.2, -0.1, 0.3], [0.1, -0.2, 0.4], [0.0, 0.1, -0.1], [0.1, 0.2, -0.1], [0.0, 0.0, -0.2], [0.1, 0.4, 0.0]], "max_force_ev_per_a": 1.577, "homo_lumo_gap_ev": 3.609, "energy_ha": -5071.12161}

***

- Which formula does entry 3 have?
  C18H31BBrFLiN2O7P3